No. 1
DFT (ωB97M-V/def2-TZVPD) results for a single C4H6ClFN2 molecule.

XYZ file:
```
14
Properties=species:S:1:pos:R:3:lowdin_charge:R:1
C -2.361 -0.844 1.020 0.00
N -1.774 -0.431 -0.090 -0.07
N -0.496 -0.899 -0.342 0.04
C 0.449 -0.056 -0.437 -0.39
C 0.168 1.445 -0.439 -0.06
C 1.851 -0.605 -0.623 -0.62
F 1.790 -1.911 -0.446 -0.03
Cl 2.759 -0.082 0.903 0.58
H -1.762 -1.530 1.679 0.09
H -3.196 -0.198 1.246 0.06
H -0.913 1.487 -0.817 0.09
H 0.977 2.174 -0.787 0.10
H -0.003 1.695 0.599 0.06
H 2.510 -0.245 -1.467 0.13
```

The calculation puts the energy relative to the best compared isomer or geometry (same formula, charge and spin) at 50.2 kcal per mole. Its multiplicity is 1. For the highest occupied orbital energy, the calculation gives -9.449 eV. Its HOMO-LUMO gap is 0.3668 Ha. As for the structure (SMILES): C=N/N=C(\C)[C@H](F)Cl.



No. 2
DFT (ωB97M-V/def2-TZVPD) results for a molecular structure, C25H22BBrIrN10.

XYZ file:
```
60
Properties=species:S:1:pos:R:3:lowdin_charge:R:1
Ir -0.222 -0.767 0.440 1.56
C -1.522 2.235 3.184 0.01
C -1.235 0.906 2.918 -0.07
N -0.735 0.789 1.679 -0.10
N -0.696 2.037 1.143 0.03
C -1.167 2.917 2.037 0.00
B -0.117 2.315 -0.262 -0.61
N 1.321 1.621 -0.252 0.08
C 2.592 2.030 -0.317 0.01
C 3.447 0.948 -0.161 0.02
C 2.622 -0.143 0.003 -0.08
N 1.344 0.277 -0.065 -0.15
N -0.966 1.481 -1.281 0.04
C -1.512 1.801 -2.452 0.01
C -2.185 0.691 -2.953 0.01
C -1.994 -0.300 -2.015 -0.09
N -1.274 0.196 -0.988 -0.13
N -0.164 3.755 -0.622 -0.02
C 0.733 4.778 -0.727 -0.06
C 0.034 5.932 -0.944 -0.03
C -1.317 5.530 -0.951 -0.12
N -1.441 4.236 -0.750 0.07
H -1.930 2.643 4.092 0.12
H -1.357 0.053 3.560 0.12
H -1.215 3.964 1.788 0.14
H 2.836 3.061 -0.487 0.12
H 4.523 0.960 -0.180 0.13
H 2.850 -1.187 0.148 0.13
H -1.423 2.802 -2.841 0.14
H -2.760 0.634 -3.861 0.12
H -2.353 -1.317 -1.992 0.13
H 1.794 4.640 -0.652 0.10
H 0.436 6.920 -1.085 0.11
H -2.199 6.135 -1.090 0.12
C 1.401 -1.689 -4.617 -0.01
C 0.940 -2.407 -3.381 -0.22
C 0.675 -3.774 -3.353 0.04
C 0.262 -4.356 -2.175 -0.07
C 0.108 -3.583 -1.034 -0.70
Br -0.353 -4.501 0.527 0.95
N 0.321 -2.253 -1.032 -0.10
C 0.735 -1.712 -2.209 -0.11
H 1.634 -2.394 -5.412 0.09
H 2.295 -1.098 -4.419 0.10
H 0.625 -1.015 -4.984 0.09
H 0.795 -4.377 -4.244 0.14
H 0.065 -5.416 -2.111 0.12
H 0.900 -0.645 -2.211 0.11
N -0.651 -4.539 6.779 0.21
C -0.574 -3.949 5.797 -0.15
C -0.476 -3.215 4.566 -0.20
C -1.612 -3.043 3.774 -0.01
C -1.533 -2.309 2.602 -0.18
C -0.297 -1.804 2.218 -0.39
C 0.832 -1.917 3.019 -0.09
C 0.744 -2.658 4.189 0.01
H -2.554 -3.474 4.083 0.14
H -2.427 -2.182 2.000 0.12
H 1.782 -1.475 2.747 0.11
H 1.615 -2.788 4.818 0.14
```

Its total charge is +2. The calculation puts the energy relative to the best compared isomer or geometry (same formula, charge and spin) at 29.9 kcal per mole. Its multiplicity is 2. For the highest occupied orbital energy (alpha / beta), the calculation gives -14.570 / -14.570 eV. Its HOMO-LUMO gap (alpha / beta) is 0.2314 / 0.1972 Ha.



No. 3
DFT (ωB97M-V/def2-TZVPD) results for a gas-phase ion, C3H5INO2 (charge +1).

XYZ file:
```
12
Properties=species:S:1:pos:R:3:lowdin_charge:R:1
C -0.432 1.476 -0.151 -0.44
C -0.628 0.148 -0.806 -0.07
C 0.859 -0.293 0.837 -0.61
N -0.330 -0.862 0.135 0.03
O -0.915 2.521 -0.386 0.23
O 0.434 1.166 0.906 -0.02
I 2.771 -0.657 -0.187 1.10
H -1.663 -0.025 -1.243 0.19
H 0.100 -0.138 -1.618 0.15
H 0.842 -0.629 1.925 0.14
H -1.091 -0.981 0.732 0.17
H 0.051 -1.727 -0.142 0.14
```

Its total charge is +1. The calculation puts the energy relative to the best compared isomer or geometry (same formula, charge and spin) at 0.0 kcal per mole. Its multiplicity is 3. For the highest occupied orbital energy (alpha / beta), the calculation gives -11.223 / -15.218 eV. Its HOMO-LUMO gap (alpha / beta) is 0.2750 / 0.2471 Ha.



No. 4
DFT (ωB97M-V/def2-TZVPD) results for 5 unconnected molecules or ions with the total composition C2H12O3S.

XYZ file:
```
18
Properties=species:S:1:pos:R:3:lowdin_charge:R:1
C -1.862 -0.859 0.805 -0.22
C -1.905 0.516 0.312 -0.74
S -1.117 0.804 -1.314 0.77
H -1.252 -0.802 1.761 0.10
H -1.266 -1.573 0.179 0.05
H -2.856 -1.317 0.929 0.09
H -2.976 0.880 0.113 0.09
H -1.646 1.216 1.079 0.06
H 0.511 -0.224 0.636 0.31
H 2.217 -0.867 0.012 -0.03
H 2.913 0.496 -0.250 -0.01
O 3.063 -0.443 -0.216 -0.07
H 1.577 -1.511 -1.400 0.05
H 0.266 -0.886 -0.691 -0.10
O 0.757 -1.781 -0.930 -0.15
H 1.293 2.938 -0.403 0.13
H 0.706 1.492 -0.286 -0.14
O 1.577 1.921 -0.336 -0.17
```

The calculation puts the energy relative to the best compared isomer or geometry (same formula, charge and spin) at 146.8 kcal per mole. Its multiplicity is 1. For the highest occupied orbital energy, the calculation gives -9.749 eV. Its HOMO-LUMO gap is 0.2228 Ha.



No. 5
DFT (ωB97M-V/def2-TZVPD) results for a molecular structure, H10O21S4Zn.

XYZ file:
```
36
Properties=species:S:1:pos:R:3:lowdin_charge:R:1
Zn 0.085 0.211 -0.123 1.23
S -3.696 -2.054 0.749 0.06
O -4.860 -2.050 -0.156 -0.47
O -4.110 -1.485 2.029 -0.44
O -3.258 -3.390 1.082 -0.45
O -2.588 -1.348 0.163 -0.41
S -0.726 4.566 -0.005 0.08
O -0.889 3.150 0.407 -0.42
O -0.818 4.702 -1.415 -0.40
O -1.769 5.417 0.587 -0.46
O 0.646 4.893 0.408 -0.50
S 0.744 -1.146 4.236 -0.01
O 0.834 -0.524 2.914 -0.47
O -0.579 -1.651 4.388 -0.40
O 1.688 -2.215 4.201 -0.48
O 1.067 -0.251 5.317 -0.46
S -0.334 0.858 -4.664 0.09
O 0.921 0.173 -4.941 -0.50
O -0.577 0.810 -3.202 -0.45
O -0.186 2.252 -5.111 -0.48
O -1.474 0.352 -5.433 -0.48
O -4.161 0.854 -2.598 -0.08
H -3.215 0.763 -2.485 0.02
H -4.536 0.172 -2.040 0.00
O 2.176 -1.621 -1.239 -0.06
H 3.104 -1.387 -1.229 0.03
H 1.989 -1.816 -2.158 0.04
O 4.372 -0.855 2.003 -0.09
H 3.565 -0.354 1.882 0.02
H 4.101 -1.632 2.492 0.02
O 2.561 1.979 -0.063 -0.07
H 3.422 2.193 -0.422 0.02
H 2.415 2.637 0.618 0.03
O 1.219 -4.379 1.081 -0.07
H 1.223 -4.214 2.024 0.02
H 1.643 -3.609 0.701 0.01
```

Its total charge is -6. Its multiplicity is 1. For the highest occupied orbital energy, the calculation gives 7.516 eV. Its HOMO-LUMO gap is 0.1173 Ha.



No. 6
DFT (ωB97M-V/def2-TZVPD) results for 14 unconnected molecules or ions with the total composition C40H113N5O24.

XYZ file:
```
182
Properties=species:S:1:pos:R:3:lowdin_charge:R:1
C 1.448 1.817 1.052 -0.03
C -0.031 1.609 0.731 -0.38
C -0.396 0.211 0.227 -0.15
O 0.151 0.040 -1.060 -0.22
C -0.059 -1.262 -1.579 -0.06
N -0.818 1.840 1.966 0.06
H 2.077 1.659 0.171 0.08
H 1.829 1.136 1.822 0.05
H 1.582 2.808 1.489 0.05
H -0.276 2.371 -0.012 0.11
H -1.478 0.083 0.118 0.13
H 0.030 -0.439 1.002 0.14
H 0.335 -1.311 -2.594 0.08
H -1.113 -1.540 -1.552 0.08
H 0.576 -1.975 -1.038 0.09
H -0.478 2.752 2.257 0.02
H -0.601 1.145 2.695 0.04
C 3.829 -1.094 1.658 -0.05
C 5.098 -1.884 1.928 -0.41
C 5.473 -1.870 3.411 -0.21
O 5.616 -0.535 3.853 -0.19
C 5.940 -0.540 5.229 -0.11
N 4.908 -3.281 1.529 0.04
H 3.492 -1.108 0.622 0.07
H 3.913 -0.056 1.989 0.07
H 3.014 -1.495 2.271 0.07
H 5.862 -1.405 1.301 0.14
H 6.422 -2.399 3.576 0.12
H 4.688 -2.408 3.958 0.14
H 5.127 -0.869 5.886 0.09
H 6.220 0.459 5.561 0.09
H 6.790 -1.205 5.411 0.09
H 5.148 -3.485 0.558 0.06
H 5.677 -3.765 1.998 0.08
C -3.623 2.520 -1.334 -0.05
C -3.746 3.237 0.004 -0.43
C -4.202 2.308 1.138 -0.19
O -5.532 1.804 1.055 -0.18
C -6.521 2.783 0.896 -0.14
N -2.473 3.895 0.326 0.06
H -3.117 3.192 -2.030 0.06
H -4.637 2.321 -1.688 0.08
H -3.016 1.612 -1.300 0.07
H -4.459 4.055 -0.140 0.13
H -4.143 2.859 2.086 0.11
H -3.549 1.442 1.228 0.11
H -7.471 2.386 1.257 0.09
H -6.670 3.066 -0.151 0.08
H -6.333 3.688 1.485 0.09
H -2.623 4.420 1.188 0.06
H -1.828 3.166 0.655 0.02
C -2.773 2.630 5.217 -0.04
C -1.375 2.878 5.785 -0.41
C -1.206 2.371 7.209 -0.22
O -2.028 3.101 8.089 -0.18
C -1.686 2.814 9.435 -0.10
N -0.387 2.479 4.803 0.05
H -3.016 1.563 5.195 0.09
H -2.899 3.074 4.233 0.06
H -3.489 3.067 5.920 0.08
H -1.370 3.977 5.909 0.14
H -0.155 2.405 7.516 0.12
H -1.482 1.306 7.185 0.13
H -1.809 1.746 9.641 0.09
H -2.321 3.380 10.111 0.09
H -0.633 3.097 9.544 0.09
H 0.581 2.611 5.148 0.07
H -0.405 3.168 4.044 0.04
C 2.847 -5.126 -5.917 -0.24
C 2.690 -3.645 -5.597 -0.24
O 2.144 -3.442 -4.303 -0.13
O 3.820 -5.733 -5.092 -0.05
H 3.206 -5.122 -6.949 0.12
H 1.889 -5.652 -5.903 0.12
H 1.950 -3.229 -6.298 0.11
H 3.606 -3.078 -5.795 0.12
H 1.981 -2.480 -4.220 0.04
H 3.589 -5.504 -4.184 0.06
C 0.171 5.893 -2.363 -0.23
C 0.472 4.426 -2.202 -0.25
O 1.392 3.921 -3.165 -0.08
O -0.748 5.978 -3.453 -0.06
H 1.113 6.424 -2.537 0.12
H -0.239 6.316 -1.444 0.10
H -0.491 3.916 -2.313 0.10
H 0.844 4.171 -1.202 0.10
H 1.561 2.991 -2.915 0.03
H -0.480 6.641 -4.092 0.08
C -1.169 1.580 -4.333 -0.21
C -2.540 1.932 -4.874 -0.22
O -3.390 0.787 -4.821 -0.08
O -0.509 0.582 -5.100 -0.07
H -1.174 1.197 -3.308 0.12
H -0.554 2.484 -4.239 0.11
H -2.488 2.198 -5.943 0.12
H -2.955 2.832 -4.412 0.11
H -4.288 1.093 -4.989 0.09
H -0.667 0.675 -6.044 0.11
C 0.728 4.996 2.868 -0.19
C 1.178 5.381 1.474 -0.22
O 0.408 6.494 0.990 -0.06
O -0.632 4.528 2.810 -0.12
H 0.733 5.839 3.564 0.13
H 1.356 4.214 3.286 0.10
H 1.137 4.541 0.777 0.08
H 2.239 5.647 1.523 0.12
H 0.984 6.888 0.328 0.08
H -1.163 5.265 2.488 0.10
C -1.512 -5.446 0.444 -0.23
C -1.685 -4.522 -0.737 -0.24
O -3.043 -4.673 -1.127 -0.09
O -1.639 -6.821 0.077 -0.07
H -2.328 -5.334 1.163 0.12
H -0.562 -5.269 0.949 0.11
H -1.070 -4.802 -1.602 0.11
H -1.500 -3.474 -0.487 0.10
H -3.256 -4.129 -1.900 0.04
H -2.555 -6.974 -0.172 0.08
C 3.062 0.466 -2.666 -0.19
C 2.994 0.024 -4.117 -0.19
O 1.820 -0.754 -4.349 -0.11
O 1.983 1.372 -2.445 -0.11
H 3.983 1.029 -2.494 0.13
H 2.999 -0.332 -1.926 0.11
H 3.827 -0.633 -4.387 0.12
H 3.014 0.879 -4.796 0.13
H 1.100 -0.103 -4.456 0.06
H 1.277 0.870 -1.975 0.05
C 0.605 -0.996 4.199 -0.23
C 0.850 -1.286 5.663 -0.22
O 1.328 -0.117 6.331 -0.07
O -0.433 -0.046 3.977 -0.11
H 0.221 -1.921 3.764 0.13
H 1.539 -0.758 3.683 0.09
H 1.439 -2.201 5.763 0.12
H -0.142 -1.511 6.073 0.12
H 1.591 -0.432 7.203 0.10
H -0.319 0.739 4.560 0.03
C 4.311 2.862 3.889 -0.19
C 3.155 1.929 4.198 -0.20
O 2.370 2.358 5.337 -0.10
O 3.948 3.693 2.766 -0.08
H 5.206 2.319 3.577 0.11
H 4.560 3.498 4.744 0.12
H 3.560 0.928 4.362 0.10
H 2.464 1.867 3.350 0.08
H 2.019 1.508 5.639 0.03
H 4.757 4.140 2.499 0.08
C 2.301 -4.702 -0.809 -0.22
C 3.110 -3.963 -1.860 -0.23
O 4.485 -4.101 -1.508 -0.07
O 2.122 -3.942 0.384 -0.09
H 2.688 -5.703 -0.590 0.13
H 1.286 -4.960 -1.121 0.11
H 2.783 -2.927 -1.962 0.10
H 2.926 -4.383 -2.853 0.07
H 5.090 -3.797 -2.188 0.09
H 3.009 -3.802 0.748 0.03
C -2.433 -5.845 -6.978 -0.11
O -2.674 -4.608 -6.340 -0.22
C -1.602 -4.157 -5.504 -0.20
C -2.142 -2.896 -4.873 -0.20
N -3.249 -3.165 -3.959 -0.03
C -3.832 -1.889 -3.566 -0.23
C -4.887 -2.023 -2.483 -0.21
O -5.841 -3.071 -2.650 -0.17
C -6.601 -2.893 -3.824 -0.12
H -3.214 -6.024 -7.713 0.09
H -2.326 -6.664 -6.262 0.09
H -1.504 -5.727 -7.551 0.08
H -0.699 -3.966 -6.093 0.12
H -1.471 -4.979 -4.791 0.13
H -2.396 -2.225 -5.704 0.13
H -1.356 -2.404 -4.294 0.11
H -3.916 -3.772 -4.420 0.11
H -4.324 -1.415 -4.421 0.10
H -3.076 -1.238 -3.129 0.11
H -5.422 -1.065 -2.497 0.12
H -4.451 -2.185 -1.497 0.12
H -7.229 -1.997 -3.826 0.09
H -7.280 -3.743 -3.915 0.09
H -5.963 -2.956 -4.712 0.08
```

Its multiplicity is 1. For the highest occupied orbital energy, the calculation gives -8.389 eV. Its HOMO-LUMO gap is 0.3170 Ha.